Molecular formula: C3H3ClI2O
Method: DFT, ωB97M-V/def2-TZVPD

Cartesian coordinates (Å):
C1 0.5405 1.3789 0.1556
C2 -0.9439 -0.8953 0.0259
C3 0.3828 -0.2043 0.0102
O1 1.6431 1.8858 0.2816
Cl1 -0.9262 2.2485 -0.1367
I1 1.3728 -0.4754 -1.9008
I2 1.8782 -0.9320 1.5869
H1 -0.7873 -1.9609 0.2482
H2 -1.4162 -0.6248 -1.0052
H3 -1.7438 -0.4205 0.7344

As for the spin multiplicity: 1. The value obtained for the energy above the lowest of the compared OMol25 structures with the same formula, charge and spin is 26.5 kJ/mol. The LUMO energy is -0.66 eV. Its HOMO-LUMO gap is 0.3220 Ha. Its strongest force on any atom is 0.065 hartree/bohr.

---

Molecular formula: C3H3ClI2O2
Method: DFT, ωB97M-V/def2-TZVPD

Cartesian coordinates (Å):
C1 -0.5670 0.2759 0.3235
C2 -0.3448 0.6491 1.7744
C3 0.6159 -0.8061 -1.6451
O1 -1.4851 0.7567 -0.3195
O2 0.3209 -0.5725 -0.0915
Cl1 0.6570 0.7063 -2.5233
I1 -0.8641 -2.0578 -2.5366
I2 2.5455 -1.6416 -1.5216
H1 0.2917 1.6537 1.8246
H2 -1.3331 0.9458 2.1240
H3 0.1632 0.0906 2.5911

As for the spin multiplicity: 1. The value obtained for the energy above the lowest of the compared OMol25 structures with the same formula, charge and spin is 42.3 kJ/mol. The LUMO energy is -0.76 eV. Its HOMO-LUMO gap is 0.3312 Ha. Its strongest force on any atom is 0.085 hartree/bohr.

---

Molecular formula: C3H3ClN2O
Method: DFT, ωB97M-V/def2-TZVPD

Cartesian coordinates (Å):
H1 -1.9071 -1.0370 -2.0508
N1 -1.2455 -0.3129 -1.8254
C1 -1.1947 -0.1822 -0.6152
Cl1 -2.2176 -1.0096 0.5051
C2 -0.2343 0.8725 0.1862
C3 0.2309 1.9090 -0.7044
O1 -0.4205 2.7736 -1.2289
N2 0.0235 0.6999 1.3899
H2 -0.2945 -0.2764 1.7521
H3 1.2568 1.5678 -0.9456

As for the spin multiplicity: 1. Its SMILES is [H]/N=C(Cl)/C(C=O)=N\[H]. The value obtained for the energy above the lowest of the compared OMol25 structures with the same formula, charge and spin is 186.3 kJ/mol. The LUMO energy is -0.19 eV. Its HOMO-LUMO gap is 0.3640 Ha. Its strongest force on any atom is 0.087 hartree/bohr.

---

Molecular formula: C3H3ClN2S
Method: DFT, ωB97M-V/def2-TZVPD

Cartesian coordinates (Å):
C1 0.9834 0.0455 1.3528
C2 -0.7152 1.3050 0.6201
C3 0.2565 -1.1835 -1.2808
N1 1.3839 -0.9659 1.7369
N2 0.5188 1.1559 0.9043
S1 -1.8972 0.1203 0.5178
Cl1 -1.1545 2.8950 -0.0106
H1 1.2179 -1.0413 -1.7205
H2 -0.1945 -2.1134 -0.8818
H3 -0.3990 -0.2175 -1.2383

As for the spin multiplicity: 1. The value obtained for the energy above the lowest of the compared OMol25 structures with the same formula, charge and spin is 455.4 kJ/mol. The LUMO energy (alpha / beta) is -0.63 / -3.74 eV. Its HOMO-LUMO gap (alpha / beta) is 0.3584 / 0.2041 Ha. Its strongest force on any atom is 0.062 hartree/bohr.

---

Molecular formula: C3H3ClN2S
Method: DFT, ωB97M-V/def2-TZVPD

Cartesian coordinates (Å):
C1 -0.7177 -0.9128 0.0096
C2 -0.0905 -0.0298 -0.9393
C3 -0.8760 0.9464 0.9900
N1 -1.1854 -0.4554 1.0831
N2 -0.4592 1.3158 -0.1785
S1 1.6732 -0.8493 -0.4661
Cl1 3.6136 0.1980 -0.1960
H1 -0.8415 -1.9389 -0.1842
H2 -0.2678 0.0901 -1.9493
H3 -0.8487 1.6360 1.8308

As for the spin multiplicity: 1. The value obtained for the energy above the lowest of the compared OMol25 structures with the same formula, charge and spin is 294.5 kJ/mol. The LUMO energy is -2.20 eV. Its HOMO-LUMO gap is 0.2811 Ha. Its strongest force on any atom is 0.109 hartree/bohr.

---

Molecular formula: C3H3ClO
Method: DFT, ωB97M-V/def2-TZVPD

Cartesian coordinates (Å):
Cl1 2.6327 0.6198 -0.1145
C1 0.9392 0.9459 0.3150
C2 0.0858 0.0778 0.2021
C3 -1.1754 -0.6724 -0.1557
O1 0.0277 -1.4609 -0.2147
H1 1.0578 1.9699 0.4958
H2 -1.6517 -0.3260 -1.0742
H3 -1.9161 -1.1540 0.5463

As for the spin multiplicity: 1. Its SMILES is Cl/C=C1/CO1. The value obtained for the energy above the lowest of the compared OMol25 structures with the same formula, charge and spin is 271.7 kJ/mol. The LUMO energy is 0.81 eV. Its HOMO-LUMO gap is 0.3989 Ha. Its strongest force on any atom is 0.219 hartree/bohr.

---

Molecular formula: C3H3ClO
Method: DFT, ωB97M-V/def2-TZVPD

Cartesian coordinates (Å):
C1 -2.6983 0.8671 -1.7405
C2 0.8003 0.0416 1.1421
C3 0.8917 -0.3069 -0.1663
O1 -2.4925 0.6145 -0.6542
Cl1 -0.0896 -1.2550 -1.1319
H1 1.7967 0.3792 1.4132
H2 0.0618 -0.3465 1.8719
H3 1.7300 0.0059 -0.7343

As for the spin multiplicity: 1. The value obtained for the energy above the lowest of the compared OMol25 structures with the same formula, charge and spin is 43.1 kJ/mol. The LUMO energy is 1.03 eV. Its HOMO-LUMO gap is 0.3927 Ha. Its strongest force on any atom is 0.048 hartree/bohr.

---

Molecular formula: C3H3ClO
Method: DFT, ωB97M-V/def2-TZVPD

Cartesian coordinates (Å):
C1 -0.1321 0.1362 0.2136
C2 -1.5694 0.3874 -0.0310
C3 -2.6732 0.6778 -0.3500
O1 -4.4332 0.8351 -0.4314
Cl1 -4.9470 -0.5270 0.2253
H1 0.5570 0.4854 -0.6011
H2 0.2163 0.4027 1.2864
H3 -0.1202 -0.9329 -0.0702

As for the spin multiplicity: 1. Its SMILES is CC#COCl. The value obtained for the energy above the lowest of the compared OMol25 structures with the same formula, charge and spin is 557.4 kJ/mol. The LUMO energy is -0.67 eV. Its HOMO-LUMO gap is 0.3489 Ha. Its strongest force on any atom is 0.135 hartree/bohr.

---

Molecular formula: C3H3ClO
Method: DFT, ωB97M-V/def2-TZVPD

Cartesian coordinates (Å):
C1 1.8177 1.2200 -0.0115
C2 1.0919 2.5429 0.3175
C3 1.9124 0.0022 0.8536
O1 0.3913 1.6958 -0.2903
Cl1 1.6980 -1.4452 -0.2625
H1 2.2309 1.2597 -0.9136
H2 1.2188 0.0699 1.6700
H3 2.9180 0.0202 1.2645

As for the spin multiplicity: 1. The value obtained for the energy above the lowest of the compared OMol25 structures with the same formula, charge and spin is 268.1 kJ/mol. The LUMO energy is 0.43 eV. Its HOMO-LUMO gap is 0.3710 Ha. Its strongest force on any atom is 0.082 hartree/bohr.

---

Molecular formula: C3H3ClO2
Method: DFT, ωB97M-V/def2-TZVPD

Cartesian coordinates (Å):
Cl1 2.9881 -0.0661 -0.2436
C1 1.4905 0.1804 0.6669
O1 0.6301 -1.2166 0.3938
C2 -0.4161 -0.7287 -0.3141
C3 -0.3822 0.6037 -0.4573
O2 0.6283 1.1281 0.3102
H1 1.5926 0.0141 1.7695
H2 -1.0498 -1.5621 -0.5777
H3 -0.8968 1.3979 -0.9360

As for the spin multiplicity: 1. Its SMILES is ClC1OC=CO1. The value obtained for the energy above the lowest of the compared OMol25 structures with the same formula, charge and spin is 186.4 kJ/mol. The LUMO energy is 0.93 eV. Its HOMO-LUMO gap is 0.3484 Ha. Its strongest force on any atom is 0.096 hartree/bohr.

---

Molecular formula: C3H3ClO2
Method: DFT, ωB97M-V/def2-TZVPD

Cartesian coordinates (Å):
O1 0.9786 -0.2350 -1.6914
C1 0.4954 0.5656 -0.8178
O2 0.3467 1.8326 -1.0202
C2 -0.2048 0.0798 0.5349
C3 -0.2016 -1.2266 0.4905
Cl1 -1.0337 -2.1112 1.7074
H1 -0.2260 2.0492 -0.1544
H2 -0.5599 0.9422 1.2415
H3 0.4052 -1.8965 -0.2904

As for the spin multiplicity: 1. Its SMILES is O=C(O)/C=C/Cl. The value obtained for the energy above the lowest of the compared OMol25 structures with the same formula, charge and spin is 141.6 kJ/mol. The LUMO energy is 0.31 eV. Its HOMO-LUMO gap is 0.3927 Ha. Its strongest force on any atom is 0.112 hartree/bohr.

---

Molecular formula: C3H3ClO2
Method: DFT, ωB97M-V/def2-TZVPD

Cartesian coordinates (Å):
C1 -0.9466 -0.4623 -0.6125
C2 0.5132 -0.3545 -0.3329
O1 1.4874 -0.9793 -0.6270
C3 0.9632 0.9421 0.6484
O2 1.6428 1.9328 0.6691
Cl1 0.1908 0.3859 2.1526
H1 -1.2968 0.2365 -1.3878
H2 -1.3966 -0.2460 0.4053
H3 -1.1573 -1.4552 -0.9151

As for the spin multiplicity: 1. Its SMILES is CC(=O)C(=O)Cl. The value obtained for the energy above the lowest of the compared OMol25 structures with the same formula, charge and spin is 72.1 kJ/mol. The LUMO energy is 0.19 eV. Its HOMO-LUMO gap is 0.3749 Ha. Its strongest force on any atom is 0.074 hartree/bohr.

---

Which of these has the highest strongest force on any atom?
number 6

---

Which formula does entry 3 have?
C3H3ClN2O

---

What is the formula in the sixth record?
C3H3ClO

---

Among the records above, which one has the highest strongest force on any atom?
number 6